[1]
The following is a quantum chemistry calculation of a molecular structure, C41H24Br3F8GaNP2, from the Open Molecules 2025 dataset.

Last column: Mulliken charge in e.
CARTESIAN COORDINATES (ANGSTROEM)
Ga: -0.11647 0.11972 -0.19630  2.5929
F: 1.97723 -6.61718 -1.40618  -0.2277
C: 1.23815 -5.56220 -1.19042  0.5087
C: -0.14474 -5.66217 -1.19280  0.2710
F: -0.72773 -6.81525 -1.41007  -0.2357
C: -0.90425 -4.52339 -0.96535  0.3121
F: -2.22647 -4.63207 -0.98078  -0.2969
C: -0.32604 -3.28105 -0.72272  -0.2492
P: -1.44187 -1.88433 -0.52851  0.5465
C: -2.36240 -1.74502 -2.06079  0.9746
C: -1.62990 -1.47407 -3.22125  -0.7418
C: -2.27445 -1.41240 -4.44281  -0.7863
C: -3.64964 -1.61953 -4.50859  -0.6558
C: -4.37356 -1.90679 -3.36043  -0.8122
C: -3.73468 -1.97767 -2.12998  -0.4264
C: -2.49555 -2.15988 0.89205  -0.1300
C: -3.58433 -1.30722 1.11098  0.0440
C: -4.37626 -1.47807 2.23319  -0.8164
C: -4.08116 -2.48750 3.14363  -0.7034
C: -2.99259 -3.32422 2.93670  -0.8168
C: -2.19528 -3.16433 1.81380  -0.6430
C: 1.06850 -3.20896 -0.73601  -0.0490
Br: 2.01978 -1.58697 -0.47549  0.0676
C: 1.84291 -4.32671 -0.96364  0.3379
F: 3.16126 -4.24584 -0.97655  -0.2880
H: -0.55168 -1.34364 -3.17920  0.3882
H: -1.70966 -1.22259 -5.34583  0.5265
H: -4.15352 -1.57671 -5.46505  0.4682
H: -5.43634 -2.09758 -3.42228  0.5020
H: -4.29987 -2.24248 -1.24686  0.5205
H: -3.82939 -0.52363 0.40282  0.1856
H: -5.22811 -0.83183 2.39582  0.5073
H: -4.70761 -2.62474 4.01482  0.4806
H: -2.76712 -4.10858 3.64630  0.4879
H: -1.35058 -3.82443 1.66191  0.4782
F: 0.78883 2.84943 6.35764  -0.2284
C: 0.93871 2.58574 5.08733  0.4948
C: 1.87864 3.27291 4.33444  0.2856
F: 2.62899 4.19375 4.88721  -0.2358
C: 2.01325 2.97426 2.98598  0.4159
F: 2.91281 3.64369 2.27734  -0.3008
C: 1.24154 1.99940 2.36071  -0.3406
P: 1.47930 1.77883 0.59238  0.5744
C: 1.11557 3.35917 -0.17516  0.8873
C: -0.17147 3.87347 0.01194  -0.8003
C: -0.50984 5.09567 -0.53926  -0.7979
C: 0.43289 5.80533 -1.27834  -0.6011
C: 1.71553 5.30454 -1.44649  -0.9206
C: 2.06753 4.08141 -0.89190  -0.2628
C: 3.15320 1.22249 0.28439  -0.0033
C: 3.63351 1.17463 -1.03035  0.1025
C: 4.90878 0.69718 -1.27921  -0.8375
C: 5.70348 0.25692 -0.22609  -0.7234
C: 5.22380 0.28923 1.07649  -0.8147
C: 3.94958 0.76896 1.33748  -0.7593
C: 0.29816 1.32896 3.14238  -0.1111
Br: -0.86534 0.00206 2.44309  0.0487
C: 0.14506 1.61173 4.48305  0.3673
F: -0.75312 0.97286 5.21104  -0.2863
H: -0.90108 3.33717 0.61314  0.4244
H: -1.49736 5.50799 -0.37976  0.5137
H: 0.16981 6.76446 -1.70442  0.4810
H: 2.45358 5.87469 -1.99420  0.5102
H: 3.08109 3.71929 -0.99456  0.5293
H: 3.03021 1.52434 -1.86042  0.1410
H: 5.28748 0.67548 -2.29208  0.5168
H: 6.70293 -0.10708 -0.42312  0.4766
H: 5.84475 -0.05271 1.89323  0.4885
H: 3.58810 0.79092 2.35779  0.4803
Br: 0.61713 3.29554 -4.83883  -0.0323
C: -0.58261 2.60694 -3.58478  -0.6610
C: -1.93633 2.92418 -3.60935  -0.3484
C: -2.77213 2.38229 -2.64323  -1.1260
C: -2.23899 1.55123 -1.68109  -0.0911
N: -0.93072 1.25080 -1.66234  1.4985
C: -0.11673 1.76154 -2.59800  -0.1792
H: -2.32714 3.58458 -4.37288  0.5549
H: -3.82982 2.60558 -2.63556  0.6085
H: -2.85706 1.11567 -0.90574  0.2640
H: 0.93031 1.48630 -2.55794  0.4760

- Charge: +3
- F_max: 0.105 eV/A
- 2S+1: 1
- HOMO energy: -17.04 eV



[2]
The following is a quantum chemistry calculation of a molecular structure, C6H9ClO in a non-equilibrium geometry, from the Open Molecules 2025 dataset.

Last column: Mulliken charge in e.
CARTESIAN COORDINATES (ANGSTROEM)
C: 0.60298 -0.21264 0.07718  0.4438
C: -1.33034 0.11342 0.29109  0.1837
C: 1.57861 0.78912 0.15744  0.8174
C: 0.89523 -1.62444 -0.37268  -1.5866
C: -2.25474 -1.04032 0.12578  -0.8760
C: 1.21467 2.24738 -0.06740  -1.1531
O: 2.72578 0.34754 0.26201  -0.5767
Cl: -1.91692 1.47865 0.99753  -0.1551
H: 1.84613 -1.96142 -0.24437  0.4282
H: 0.24638 -2.28310 0.17988  0.3515
H: 0.66541 -1.75985 -1.37971  0.3673
H: -2.67326 -1.36110 1.20734  0.2446
H: -3.11063 -0.66104 -0.46581  0.3386
H: -1.65876 -1.87899 -0.33943  0.2394
H: 0.85899 2.79552 0.91079  0.2450
H: 0.34808 2.19507 -0.67949  0.3583
H: 1.96240 2.81620 -0.66015  0.3297

- Charge: 0
- F_max: 6.156 eV/A
- 2S+1: 1
- HOMO energy (spin up / spin down): -8.79 / -8.02 eV



[3]
The following is a quantum chemistry calculation of a molecular structure, C5H12NS in a non-equilibrium geometry, from the Open Molecules 2025 dataset.

Last column: Mulliken charge in e.
CARTESIAN COORDINATES (ANGSTROEM)
C: 0.77719 1.25420 1.20015  -0.6679
C: -0.63726 1.36908 0.56187  -0.0676
S: -1.20389 3.14787 0.56753  -0.6523
C: 1.25167 -0.13307 1.60945  -0.8274
N: 2.02036 -0.64816 -0.81748  -0.3034
C: 1.27334 -0.83288 -1.74706  -0.2943
C: -1.70961 -1.59891 -1.41256  -1.0303
H: 1.44918 1.67578 0.39967  0.2790
H: 0.76977 1.90641 2.08904  0.3291
H: -0.53039 1.06156 -0.51480  -0.2904
H: -1.34341 0.67763 1.02913  0.1779
H: 2.02196 -0.24221 2.36563  0.3294
H: 0.45189 -0.82580 1.85071  0.2817
H: 1.49162 -0.60939 0.30289  0.2366
H: 0.71410 0.08931 -1.94293  0.5177
H: -0.90434 -0.82453 -1.26594  0.0996
H: -2.30470 -1.53707 -0.50828  0.2852
H: -1.29827 -2.60726 -1.47542  0.2947
H: -2.28922 -1.32257 -2.29160  0.3027

- Charge: -1
- F_max: 6.065 eV/A
- 2S+1: 1
- HOMO energy: -2.38 eV



- What is the F_max in the first record?
  0.105 eV/A



- 2S+1 of number 3 (C5H12NS)?
  1